# 1
The following is a quantum chemistry calculation of a structure of composition C33H40N3OP2SSbSe4Ti in a non-equilibrium geometry, from the Open Molecules 2025 dataset.

Computed properties:
frontier orbital gap: 6.220 eV
max |F|: 1.06 eV/Å
spin multiplicity: 1
net charge: 0
energy relative to the best compared isomer or geometry (same formula, charge and spin): 0.0 kJ/mol

Geometry as XYZ:
```
86
Properties=species:S:1:pos:R:3:forces:R:3:mulliken_charge:R:1
Ti -1.053 0.030 -0.443 0.392 0.519 0.836 -1.100
N 0.162 -0.420 3.038 -0.040 -0.075 0.058 -0.249
C -0.083 -1.148 1.974 0.031 0.015 -0.184 0.592
O -1.168 -1.002 1.331 -0.127 -0.159 -0.242 -0.838
C 0.920 -2.178 1.536 0.017 -0.024 0.045 -0.261
C 0.422 -2.995 0.348 0.032 -0.005 -0.022 -1.538
H -0.456 0.358 3.224 -0.006 -0.003 -0.010 0.297
H 1.102 -0.350 3.413 0.028 0.052 -0.028 0.162
H 1.113 -2.841 2.384 0.011 0.005 -0.004 0.578
H 1.872 -1.672 1.324 -0.004 0.001 0.004 -0.300
H 1.095 -3.835 0.171 -0.006 -0.008 0.003 0.614
H -0.568 -3.386 0.581 -0.006 -0.029 0.010 0.479
C -3.597 -0.208 -2.420 -0.016 -0.181 -0.079 -0.856
C -3.259 1.268 -2.634 0.028 0.076 -0.068 -1.421
P -1.439 1.395 -2.585 -0.428 0.157 0.121 1.559
C -1.011 3.159 -2.712 0.004 0.012 -0.009 0.864
C -1.952 4.101 -3.121 -0.025 -0.025 -0.015 -0.715
C -1.585 5.428 -3.298 -0.020 0.021 0.024 -0.685
C -0.275 5.824 -3.070 0.031 0.027 0.020 -0.643
C 0.668 4.893 -2.658 -0.011 -0.004 0.074 -0.742
C 0.301 3.567 -2.475 0.032 0.019 0.039 0.103
C -0.849 0.737 -4.174 0.147 -0.075 0.080 0.852
C -1.692 0.343 -5.208 -0.037 -0.028 -0.001 -0.350
C -1.160 -0.177 -6.380 -0.016 0.001 -0.007 -0.863
C 0.214 -0.302 -6.531 0.016 -0.004 0.003 -0.726
C 1.062 0.102 -5.508 -0.018 -0.005 -0.019 -0.869
C 0.530 0.618 -4.338 0.012 -0.025 -0.005 -0.340
C -2.848 -0.823 -1.236 -0.082 0.076 -0.081 -0.898
P 0.246 -2.050 -1.225 -0.196 -0.236 -0.168 2.175
C -0.709 -3.175 -2.309 -0.018 -0.028 0.050 -0.283
C -1.381 -4.312 -1.873 0.023 0.001 -0.013 -0.306
C -2.154 -5.057 -2.757 -0.006 -0.006 -0.006 -0.712
C -2.268 -4.671 -4.082 0.002 0.012 -0.001 -0.671
C -1.596 -3.539 -4.527 -0.005 -0.014 0.002 -0.602
C -0.823 -2.799 -3.649 0.051 0.041 -0.022 0.143
C 1.891 -2.158 -2.011 0.008 -0.091 -0.016 1.422
C 2.342 -3.442 -2.339 -0.003 -0.012 -0.033 -1.011
C 3.573 -3.625 -2.941 0.002 0.007 0.002 -0.791
C 4.373 -2.525 -3.232 0.002 -0.005 -0.007 -0.573
C 3.937 -1.253 -2.912 0.023 0.001 0.008 -0.800
C 2.703 -1.071 -2.301 0.022 0.002 0.054 -0.055
H -3.319 -0.775 -3.314 -0.032 0.035 -0.009 0.174
H -4.682 -0.309 -2.322 -0.001 -0.030 0.011 0.527
H -3.613 1.856 -1.782 -0.002 0.033 -0.007 0.574
H -3.709 1.679 -3.541 0.021 -0.009 -0.005 0.617
H -2.974 3.805 -3.322 0.013 0.001 0.015 0.329
H -2.323 6.149 -3.629 0.005 -0.005 0.012 0.429
H 0.013 6.858 -3.219 -0.010 -0.009 0.003 0.402
H 1.693 5.184 -2.466 -0.016 0.005 -0.013 0.470
H 1.055 2.865 -2.138 -0.012 -0.020 0.025 -0.047
H -2.767 0.423 -5.107 0.017 0.018 -0.005 0.285
H -1.824 -0.488 -7.176 0.000 0.007 -0.007 0.468
H 0.623 -0.712 -7.445 0.000 -0.004 0.002 0.401
H 2.135 0.006 -5.613 -0.001 -0.008 0.003 0.486
H 1.196 0.919 -3.540 0.012 0.029 0.031 0.433
H -2.827 -1.908 -1.353 0.024 -0.029 0.146 0.506
H -3.375 -0.619 -0.286 -0.116 0.029 -0.017 0.643
H -1.311 -4.641 -0.846 -0.002 0.010 0.024 0.318
H -2.668 -5.941 -2.402 -0.001 0.002 0.001 0.437
H -2.874 -5.249 -4.767 0.003 -0.004 0.001 0.391
H -1.671 -3.230 -5.562 0.001 0.001 0.003 0.490
H -0.297 -1.922 -4.014 -0.013 -0.038 0.025 0.059
H 1.718 -4.306 -2.139 -0.001 0.005 0.002 0.368
H 3.909 -4.624 -3.184 -0.001 -0.002 0.003 0.442
H 5.343 -2.669 -3.692 -0.001 0.003 -0.005 0.404
H 4.565 -0.391 -3.094 0.001 -0.003 -0.003 0.511
H 2.408 -0.075 -2.012 -0.023 0.020 -0.022 -0.342
C -1.633 5.931 0.852 0.007 0.020 -0.045 -1.081
N -1.900 4.527 0.569 -0.010 -0.055 -0.022 0.011
C -1.265 3.442 1.032 0.095 -0.041 0.081 0.813
S -2.184 1.960 0.982 -0.210 -0.244 -0.266 -0.623
N -0.067 3.478 1.568 -0.087 0.163 -0.041 0.049
C 0.928 4.550 1.519 -0.144 0.184 -0.202 -0.905
H -2.440 6.507 0.405 -0.013 -0.005 0.014 0.348
H -0.700 6.264 0.407 0.004 0.009 0.000 0.333
H -1.620 6.126 1.925 0.012 -0.003 -0.016 0.336
H -2.822 4.306 0.232 0.012 0.016 -0.076 0.293
H 0.314 2.593 1.902 0.013 0.056 -0.003 -0.015
H 1.133 4.829 0.488 -0.009 0.044 -0.093 0.212
H 1.837 4.138 1.951 -0.103 0.125 -0.075 0.140
H 0.624 5.416 2.100 -0.006 0.004 0.016 0.395
Se 4.482 -0.708 0.853 -0.049 0.061 0.024 -0.601
Sb 3.511 1.472 0.953 0.368 0.043 0.206 0.713
Se 2.539 2.096 3.098 0.293 -0.499 0.186 -0.720
Se 4.124 3.205 -0.579 -0.092 -0.065 0.061 -0.610
Se 1.004 0.915 -0.121 0.207 0.145 -0.352 0.496
```
Positions in Å, forces in eV/Å.

# 2
The following is a quantum chemistry calculation of a structure of composition C33H40N4P2SW in a non-equilibrium geometry, from the Open Molecules 2025 dataset.

Computed properties:
frontier orbital gap (alpha / beta): 6.011 / 4.985 eV
max |F|: 5.79 eV/Å
spin multiplicity: 3
net charge: +2
energy relative to the best compared isomer or geometry (same formula, charge and spin): 0.0 kJ/mol

Geometry as XYZ:
```
81
Properties=species:S:1:pos:R:3:forces:R:3:lowdin_spin:R:1
W -0.042 -1.295 0.798 -5.472 -1.886 0.123 1.090
C 4.053 0.868 1.550 0.373 1.441 0.361 0.006
C 3.390 1.858 0.927 1.415 0.222 0.941 -0.001
C 3.739 2.361 -0.443 0.013 0.261 -0.233 0.000
C 4.028 1.283 -1.521 0.198 0.219 -0.624 0.000
C 3.315 -0.039 -1.372 0.657 -0.905 -0.106 0.001
C 3.640 -1.022 -0.504 0.746 0.077 -1.492 0.002
C 4.919 -1.097 0.268 0.151 0.093 0.931 0.001
C 5.279 0.208 1.010 0.353 -0.393 -0.268 0.001
C -0.572 -3.259 0.396 1.003 -0.809 0.000 0.001
H 3.826 0.599 2.583 -0.228 0.216 -0.194 0.001
H 2.673 2.484 1.473 0.052 -0.528 -0.072 0.000
H 4.623 3.025 -0.394 -0.391 -0.160 0.059 0.000
H 2.912 3.000 -0.791 0.275 -0.077 0.033 0.000
H 3.706 1.707 -2.488 0.269 -0.108 0.294 0.000
H 5.119 1.144 -1.622 -0.463 -0.115 0.105 0.000
H 2.654 -0.279 -2.213 -0.099 0.022 0.714 0.000
H 3.159 -1.993 -0.570 -0.065 0.298 -0.211 0.000
H 5.757 -1.388 -0.391 -0.441 0.041 0.086 0.000
H 4.825 -1.911 1.003 0.116 0.150 -0.119 0.000
H 5.955 -0.053 1.842 -0.196 0.280 -0.364 0.000
H 5.822 0.877 0.326 -0.155 -0.157 0.390 0.000
H -0.738 -3.613 1.433 0.009 -0.092 -0.164 0.013
H 0.175 -3.902 -0.081 -0.416 -0.132 0.064 0.000
H -1.533 -3.343 -0.134 0.199 0.157 0.025 0.002
P -0.227 -0.223 -1.361 -0.036 -2.011 -4.199 0.058
P -1.150 1.842 0.705 -0.197 2.330 1.018 0.017
N 0.667 -1.351 -2.530 -0.514 0.825 1.428 0.018
N -1.761 -0.214 -2.161 0.359 -0.021 0.901 -0.002
N 0.225 1.162 1.654 -0.127 -1.060 0.556 0.147
N -1.590 3.094 1.885 0.121 -0.729 -0.763 0.002
C 0.419 1.450 -1.642 0.069 0.509 -0.124 0.003
C -0.014 2.512 -0.582 0.039 0.997 -0.005 0.000
C 1.356 -2.447 -2.029 -0.016 -0.754 -0.457 0.008
C 1.830 -3.229 -3.066 -0.444 0.772 0.653 0.000
C 1.445 -2.578 -4.280 -0.479 0.891 0.859 0.003
C 0.746 -1.427 -3.924 0.184 -0.471 -0.160 0.002
C -2.438 -1.406 -2.458 -0.577 0.290 -0.702 0.000
C -3.309 -1.162 -3.503 0.816 -0.136 0.836 0.000
C -3.190 0.218 -3.859 0.794 0.248 0.920 0.000
C -2.272 0.789 -2.998 -0.352 -0.315 -0.749 0.000
C 0.174 0.775 2.988 0.260 0.630 -0.068 0.120
C 0.984 -0.311 3.189 0.313 -0.407 0.873 0.167
C 1.596 -0.688 1.956 0.578 1.912 -0.447 0.049
C 1.168 0.352 0.998 2.326 -0.149 0.486 0.012
C -0.884 3.712 2.927 -0.528 0.565 0.345 0.000
C -1.782 4.404 3.731 0.460 -0.960 -1.135 0.000
C -3.089 4.197 3.183 0.518 -0.660 -0.871 0.000
C -2.953 3.398 2.063 0.309 0.443 0.796 0.001
H 0.085 1.730 -2.655 0.190 -0.104 0.419 0.000
H 1.522 1.395 -1.689 -0.676 -0.128 0.053 0.001
H 0.851 3.014 -0.110 -0.322 -0.254 -0.388 0.000
H -0.599 3.300 -1.091 0.200 -0.253 0.207 0.000
H 1.440 -2.609 -0.958 -0.053 -0.014 -0.520 0.004
H 2.366 -4.163 -2.948 -0.041 0.213 -0.099 0.000
H 1.661 -2.932 -5.280 -0.124 0.224 0.131 0.001
H 0.289 -0.669 -4.538 -0.065 -0.026 -0.048 0.000
H -2.245 -2.302 -1.885 0.045 0.065 -0.269 0.000
H -3.949 -1.893 -3.971 0.016 0.026 0.074 0.000
H -3.695 0.717 -4.670 -0.113 0.084 0.178 0.000
H -1.967 1.818 -2.873 -0.025 -0.154 -0.212 0.000
H -0.336 1.413 3.702 -0.323 -0.447 -0.099 0.004
H 1.185 -0.804 4.133 -0.246 0.130 -0.042 0.006
H 2.452 -1.344 1.838 0.079 0.228 0.014 0.006
H 1.780 0.721 0.202 0.081 0.043 0.013 0.016
H 0.189 3.622 2.995 -0.028 0.113 -0.024 0.000
H -1.537 4.983 4.606 0.065 -0.019 -0.026 0.000
H -4.012 4.581 3.580 -0.055 0.034 -0.078 0.000
H -3.671 3.028 1.351 -0.145 -0.022 0.067 0.000
S -2.003 -0.797 1.847 -0.707 -0.461 0.614 0.200
C -3.597 -1.524 1.496 -0.472 -0.666 -0.592 0.025
C -4.521 -0.847 0.683 0.279 0.100 0.459 0.006
C -5.865 -1.220 0.737 0.245 -0.119 0.113 0.003
C -6.260 -2.288 1.551 0.194 -0.048 -0.071 -0.003
C -5.312 -3.047 2.248 0.106 0.219 -0.145 0.001
C -3.969 -2.674 2.212 0.172 0.479 0.041 0.004
H -4.180 -0.004 0.081 -0.210 -0.140 0.121 0.001
H -6.604 -0.655 0.167 0.223 -0.220 0.146 0.000
H -7.315 -2.534 1.641 0.216 0.005 -0.083 0.000
H -5.614 -3.906 2.847 0.048 0.257 -0.201 0.000
H -3.202 -3.199 2.780 -0.337 0.004 -0.026 0.002
```
Positions in Å, forces in eV/Å.